Version one
{
  "formula": "FHN2O3",
  "method": "the ωB97M-V functional and the def2-TZVPD basis",
  "species": ["N", "N", "O", "O", "O", "F", "H"],
  "xyz": [[2.65591, -1.89653, 2.33685], [1.30246, -2.74678, 1.90965], [3.59927, -2.11709, 1.61711], [2.56243, -1.24252, 3.28691], [0.34815, -2.42184, 2.44263], [-0.92688, -0.04228, 0.19021], [-1.20941, 0.64743, 0.68091]],
  "mulliken_charge": [0.93, 0.25, -0.52, -0.49, -0.18, -0.39, 0.39],
  "molar_mass_g_mol": 96.017,
  "smiles": "O=N[N+](=O)[O-].F",
  "multiplicity": 1,
  "total_charge": 0,
  "orbital_gap_ev": 8.7
}

Version two
{
  "formula": "FHN2O3",
  "method": "the ωB97M-V functional and the def2-TZVPD basis",
  "species": ["N", "N", "O", "O", "O", "F", "H"],
  "xyz": [[-1.03815, -0.33529, -0.00379], [0.28161, 0.05672, -0.42921], [-1.13847, -1.52008, 0.13263], [-1.86338, 0.50633, 0.02986], [1.23277, -0.47413, 0.27634], [0.43222, 2.06973, 0.15369], [2.09339, -0.30329, -0.15952]],
  "mulliken_charge": [1.17, -0.07, -0.53, -0.49, -0.21, -0.30, 0.44],
  "molar_mass_g_mol": 96.017,
  "multiplicity": 1,
  "total_charge": 0,
  "orbital_gap_ev": [9.9, 8.6]
}

It turns out version one is the most stable, with the second structure 0.1178 hartree higher.

Version one
{
  "formula": "C2H2ClF2I",
  "method": "the ωB97M-V functional and the def2-TZVPD basis",
  "species": ["C", "C", "F", "F", "Cl", "I", "H", "H"],
  "xyz": [[0.71061, 0.80144, 0.40682], [-0.51155, -0.61424, -0.53672], [0.17011, 0.86054, 1.62776], [0.30394, -1.18972, -1.39046], [-1.73542, 0.22365, -1.35076], [-1.02564, -1.87523, 1.05051], [1.68326, 0.13059, 0.41140], [0.40470, 1.66296, -0.21856]],
  "mulliken_charge": [-0.30, 0.06, -0.22, -0.20, -0.12, 0.13, 0.31, 0.33],
  "molar_mass_g_mol": 226.391,
  "multiplicity": 1,
  "total_charge": 0,
  "orbital_gap_ev": 9.4
}

Version two
{
  "formula": "C2H2ClF2I",
  "method": "the ωB97M-V functional and the def2-TZVPD basis",
  "species": ["C", "C", "F", "F", "Cl", "I", "H", "H"],
  "xyz": [[0.20555, -0.20327, 0.14522], [-0.67773, -1.37351, -0.27346], [-2.00793, -1.10949, -0.13850], [-0.62945, -1.75596, -1.60055], [-0.28169, -2.79201, 0.67587], [2.30953, -0.72017, -0.41244], [0.42209, -0.04770, 1.29891], [0.06438, 0.67984, -0.46621]],
  "mulliken_charge": [-1.00, 0.68, -0.22, -0.21, -0.12, 0.11, 0.38, 0.38],
  "molar_mass_g_mol": 226.391,
  "smiles": "FC(F)(Cl)CI",
  "multiplicity": 1,
  "total_charge": 0,
  "orbital_gap_ev": 9.7
}

It turns out version two is the most stable, with the second structure 0.0837 hartree higher.

Version one
{
  "formula": "C2H8N5",
  "method": "the ωB97M-V functional and the def2-TZVPD basis",
  "species": ["C", "C", "N", "N", "N", "N", "N", "H", "H", "H", "H", "H", "H", "H", "H"],
  "xyz": [[0.36896, -1.20957, -1.09009], [0.39973, 0.20196, -0.50440], [0.38728, -2.06683, 0.15749], [0.59998, -1.40939, 1.09747], [0.63570, -0.08198, 0.85074], [-1.04475, 0.81451, -0.71746], [0.10298, 0.97755, 1.70882], [-0.49743, -1.62618, -1.58151], [1.33311, -1.67136, -1.49152], [1.19550, 0.79163, -0.83774], [-1.29266, 1.13870, -1.68566], [-1.84006, 0.21021, -0.41939], [0.73740, 1.66729, 1.84150], [0.01428, 0.54994, 2.61822], [-1.10001, 1.71353, 0.05353]],
  "mulliken_charge": [-0.52, -0.03, -0.19, -0.42, 0.55, -0.48, -0.55, 0.30, 0.26, 0.36, 0.36, 0.39, 0.20, 0.30, 0.47],
  "molar_mass_g_mol": 102.121,
  "smiles": "NN1N=NC[C@H]1[NH3+]",
  "multiplicity": 1,
  "total_charge": 1,
  "orbital_gap_ev": 9.9
}

Version two
{
  "formula": "C2H8N5",
  "method": "the ωB97M-V functional and the def2-TZVPD basis",
  "species": ["C", "C", "N", "N", "N", "N", "N", "H", "H", "H", "H", "H", "H", "H", "H"],
  "xyz": [[2.30577, 0.40618, 0.61560], [0.71058, -0.95151, -0.46652], [-2.55861, -0.12479, 0.71212], [-0.73454, -1.04810, -0.08802], [1.13125, 0.33476, 0.04544], [-1.07279, 1.16205, -0.62883], [-1.48619, 0.13171, 0.06982], [2.55272, 1.41464, 0.88214], [3.01164, -0.44847, 0.56730], [1.23382, -1.75056, -0.06301], [0.86723, -0.98391, -1.64068], [-3.38664, 0.40252, 1.03097], [-1.08112, -1.88035, 0.29609], [-1.45489, 2.11632, -0.55175], [-0.03823, 1.21950, -0.78067]],
  "mulliken_charge": [-0.26, -0.46, -0.86, -0.26, -0.41, -0.43, 1.15, 0.28, 0.22, 0.49, 0.24, 0.31, 0.30, 0.34, 0.35],
  "molar_mass_g_mol": 102.121,
  "smiles": "[H]/N=[N+](\\N)NCN=C",
  "multiplicity": 1,
  "total_charge": 1,
  "orbital_gap_ev": 10.0
}

It turns out version one is the most stable, with the second structure 0.0426 hartree higher.

Version one
{
  "formula": "CH3N5O",
  "method": "the ωB97M-V functional and the def2-TZVPD basis",
  "species": ["C", "H", "H", "H", "N", "N", "N", "N", "N", "O"],
  "xyz": [[0.29549, 0.54404, 0.05093], [-1.57371, -1.10566, 1.53490], [-1.94046, 0.43777, 2.48635], [1.19776, -1.33007, -2.28276], [-1.57076, 0.01207, 1.47005], [-0.45865, 0.63388, 1.07037], [1.41894, 1.10709, -0.32244], [1.83871, 0.45172, -1.32390], [0.95296, -0.34054, -1.79506], [-0.16028, -0.41031, -0.88842]],
  "mulliken_charge": [0.58, 0.24, 0.27, 0.31, -0.56, -0.18, -0.26, -0.21, 0.09, -0.29],
  "molar_mass_g_mol": 101.069,
  "smiles": "N/N=c1/nn[nH]o1",
  "multiplicity": 1,
  "total_charge": 0,
  "orbital_gap_ev": 8.1
}

Version two
{
  "formula": "CH3N5O",
  "method": "the ωB97M-V functional and the def2-TZVPD basis",
  "species": ["C", "H", "H", "H", "N", "N", "N", "N", "N", "O"],
  "xyz": [[0.74630, -0.31396, 0.04571], [0.46247, 2.46473, 0.72058], [-2.12310, 0.64407, -0.52156], [2.21593, 0.53371, -0.94382], [-0.07739, 0.80260, -0.53280], [-1.33795, 0.11340, -0.71365], [-1.20478, -1.11571, 0.15530], [0.02332, -1.32251, 0.61054], [2.04342, -0.38883, -0.31076], [-0.14493, 1.45233, 0.75127]],
  "mulliken_charge": [0.76, 0.39, 0.29, 0.29, -0.04, -0.22, -0.13, -0.20, -0.58, -0.56],
  "molar_mass_g_mol": 101.069,
  "smiles": "[H]/N=c1/nn[nH]n1O",
  "multiplicity": 1,
  "total_charge": 0,
  "orbital_gap_ev": 9.3
}

It turns out version one is the most stable, with the second structure 0.0278 hartree higher.